(1)
16
Properties=species:S:1:pos:R:3:nbo_charge:R:1 method="wB97M-V/def2-TZVPD" orbital_gap_ev=9.743 multiplicity=1 lumo_ev=0.80 smiles="CC(=O)Nc1ccco1"
C 1.61 2.40 -1.02 -0.695
C 0.46 1.57 -0.47 0.677
O -0.62 1.98 -0.19 -0.569
N 0.78 0.22 -0.26 -0.631
C -0.13 -0.76 0.26 0.425
C -0.11 -1.60 1.22 -0.296
C -1.47 -2.25 1.19 -0.327
C -2.04 -1.70 0.17 0.114
O -1.34 -0.77 -0.47 -0.415
H 1.84 2.01 -2.08 0.234
H 2.61 2.41 -0.21 0.224
H 1.33 3.38 -1.08 0.231
H 1.58 -0.01 -0.54 0.372
H 0.52 -1.75 1.88 0.206
H -1.91 -3.12 1.94 0.244
H -3.12 -2.01 -0.34 0.204


(2)
16
Properties=species:S:1:pos:R:3:nbo_charge:R:1 method="wB97M-V/def2-TZVPD" orbital_gap_ev=7.706 multiplicity=1 lumo_ev=-0.60
C 1.06 0.90 1.39 -0.652
C -1.00 -0.09 -1.86 -0.637
C -0.27 -1.34 0.40 0.467
C -0.14 0.33 0.68 0.258
C -0.15 -0.36 -0.66 -0.098
O -1.31 1.04 0.85 -0.682
C 1.28 -1.16 -0.56 0.193
O -0.82 -2.35 0.76 -0.520
N 2.31 -1.45 -1.00 -0.231
H -1.35 1.42 1.73 0.492
H 1.23 1.92 1.05 0.214
H 1.95 0.31 1.21 0.244
H 0.88 0.91 2.47 0.221
H -2.03 0.06 -1.53 0.256
H -0.64 0.80 -2.39 0.230
H -0.97 -0.94 -2.54 0.243


(3)
16
Properties=species:S:1:pos:R:3:nbo_charge:R:1 method="wB97M-V/def2-TZVPD" orbital_gap_ev=9.000 multiplicity=1 lumo_ev=-0.74
C -2.01 0.94 -0.24 -0.731
C -3.24 1.41 -0.17 0.360
C -1.45 -0.45 -0.12 0.687
C 1.47 1.30 0.59 -0.133
C 0.76 0.56 -0.48 0.212
C 0.43 -1.89 0.14 -0.427
N -0.05 -0.55 -0.21 -0.476
O -2.17 -1.33 0.24 -0.562
O 2.19 0.37 -0.29 -0.492
H -1.44 1.66 -0.81 0.286
H 0.59 1.14 -1.48 0.193
H 1.71 2.34 0.36 0.196
H 1.39 0.97 1.71 0.208
H 0.41 -2.04 1.30 0.207
H -0.15 -2.66 -0.45 0.238
H 1.55 -1.78 -0.10 0.235


(4)
15
Properties=species:S:1:pos:R:3:nbo_charge:R:1 method="wB97M-V/def2-TZVPD" orbital_gap_ev=9.501 multiplicity=1 lumo_ev=0.86 smiles=C#C[C@@]1(C)CS1.C#N
C 1.31 0.58 1.90 -0.232
C 0.43 0.06 1.25 -0.002
C -0.51 -0.40 0.23 -0.160
C -1.54 0.62 -0.22 -0.620
C -0.17 -1.53 -0.64 -0.494
S -1.18 -2.08 0.77 0.091
H 1.76 1.01 2.72 0.226
H -2.03 0.78 0.79 0.240
H -2.30 0.28 -0.90 0.227
H -0.96 1.42 -0.81 0.223
H -0.41 -1.42 -1.70 0.230
H 0.87 -1.94 -0.43 0.267
C 3.33 0.24 -0.46 0.095
N 2.89 -0.81 -0.23 -0.311
H 3.62 1.22 -0.41 0.219


(5)
15
Properties=species:S:1:pos:R:3:nbo_charge:R:1 method="wB97M-V/def2-TZVPD" orbital_gap_ev=8.811 multiplicity=1 lumo_ev=0.92
C 1.15 -1.90 0.75 -0.623
C 0.52 -1.23 -0.45 -0.274
C 0.41 0.98 -0.74 -0.207
C -0.16 2.16 -0.54 -0.085
C -1.53 0.51 0.28 -0.067
C -0.33 -0.04 -0.11 -0.143
H 1.42 -1.03 1.49 0.228
H 2.01 -2.41 0.37 0.214
H 0.47 -2.70 1.05 0.219
H 0.00 -1.93 -1.19 0.226
H 0.12 3.15 -0.98 0.221
H -2.16 2.53 0.39 0.420
H -2.29 0.12 0.89 0.205
N -1.31 1.93 0.21 -0.530
S 1.68 -0.13 -1.43 0.196


(6)
15
Properties=species:S:1:pos:R:3:nbo_charge:R:1 method="wB97M-V/def2-TZVPD" orbital_gap_ev=7.828 multiplicity=1 lumo_ev=-0.86
C -0.05 1.83 -0.65 -0.632
C -0.08 0.33 -0.11 -0.045
C 0.92 0.20 1.07 -0.180
C 0.64 -1.67 -0.38 0.096
C -0.70 -1.78 -0.32 -0.344
C -1.32 -0.54 -0.16 -0.085
H 0.45 1.89 -1.97 0.258
H -1.38 2.13 -0.42 0.262
H 0.74 2.60 0.35 0.213
H 1.55 0.97 1.44 0.217
H 0.70 -0.57 1.90 0.202
H 1.50 -2.37 -0.48 0.227
H -1.27 -2.58 -0.16 0.233
N 1.17 -0.36 -0.26 -0.418
S -2.88 -0.07 0.15 -0.006


(7)
15
Properties=species:S:1:pos:R:3:nbo_charge:R:1 method="wB97M-V/def2-TZVPD" orbital_gap_ev=8.653 multiplicity=1 lumo_ev=0.87
C 2.79 -0.07 0.09 0.088
C 0.87 -0.33 0.13 0.079
C -0.53 -0.15 0.18 -0.139
C 1.99 -1.34 0.16 -0.485
C -1.38 1.11 0.05 -0.424
C -2.74 0.37 -0.26 -0.479
N 1.82 0.76 0.06 -0.387
S -1.94 -1.21 0.26 0.233
H 3.79 0.23 0.01 0.187
H 2.09 -1.82 -0.81 0.226
H 2.17 -1.97 0.94 0.223
H -1.48 1.80 0.77 0.222
H -1.12 1.71 -0.85 0.216
H -3.43 0.51 0.53 0.224
H -2.90 0.39 -1.27 0.216


(8)
15
Properties=species:S:1:pos:R:3:nbo_charge:R:1 method="wB97M-V/def2-TZVPD" orbital_gap_ev="7.862 / 7.460" charge=-1 multiplicity=1 lumo_ev="3.61 / 3.85"
C -1.15 -1.58 -0.15 -0.487
C 0.03 -1.17 -0.62 0.293
C -1.08 -0.55 0.91 0.551
C 0.08 0.15 0.09 -0.240
C 1.26 0.42 1.07 -0.657
C -0.26 1.20 -0.88 -0.599
O 1.07 -1.25 -2.59 -0.732
O -1.34 -0.44 2.11 -0.636
H -1.86 -2.30 -0.46 0.204
H 1.03 -0.26 1.96 0.210
H 1.16 1.40 1.50 0.216
H 2.01 -0.09 0.54 0.242
H 0.63 1.53 -1.50 0.224
H -0.57 2.16 -0.45 0.186
H -1.01 0.78 -1.53 0.224


Let's list E in order: -437.95547, -437.89661, -437.84963, -685.61311, -685.69019, -685.53461, -685.63725, -383.08176 Eh.
Let's list max |F| in order: 0.1746, 0.0871, 0.0631, 0.0671, 0.0674, 0.1084, 0.0948, 0.0843 hartree/bohr.
Let's list energy above the lowest of the compared OMol25 structures with the same formula, charge and spin in order: 294.88, 449.41, 572.77, 411.61, 209.22, 617.71, 348.23, 613.01 kJ/mol.